[1]
{"formula": "C17H27N5O4OsSSe3Si", "method": "wB97M-V/def2-TZVPD", "spin_multiplicity": 5, "e_tot_ev": -250926.34632, "homo_ev": [-7.328, -8.630], "gap_ha": [0.2649, 0.2454], "elements": ["Os", "N", "C", "C", "C", "N", "C", "C", "H", "H", "H", "H", "H", "H", "C", "N", "C", "C", "N", "C", "S", "H", "H", "H", "H", "H", "H", "H", "H", "C", "Si", "C", "C", "Se", "H", "H", "H", "H", "H", "H", "H", "H", "H", "Se", "C", "C", "C", "N", "C", "C", "H", "H", "H", "H", "O", "Se", "O", "O", "O"], "positions_angstrom": [[0.283, -0.106, -0.981], [-6.169, 1.398, -2.042], [-4.856, 1.139, -1.765], [-3.882, 2.138, -1.848], [-2.574, 1.838, -1.535], [-2.174, 0.622, -1.144], [-3.105, -0.330, -1.061], [-4.436, -0.130, -1.349], [-6.400, 2.243, -2.532], [-6.795, 0.627, -2.183], [-4.140, 3.144, -2.154], [-1.817, 2.612, -1.590], [-2.756, -1.307, -0.744], [-5.140, -0.948, -1.253], [5.291, 1.367, -1.676], [4.698, 1.141, -0.376], [4.925, 2.040, 0.753], [3.801, 1.659, 1.732], [3.285, 0.424, 1.145], [3.688, 0.315, -0.138], [2.977, -0.707, -1.287], [5.695, 2.377, -1.693], [4.525, 1.275, -2.443], [6.093, 0.655, -1.877], [4.838, 3.072, 0.414], [5.918, 1.885, 1.179], [3.022, 2.423, 1.762], [4.177, 1.486, 2.738], [2.346, 0.121, 1.343], [-1.714, -1.062, 3.814], [-0.828, 0.072, 2.620], [-1.958, 1.407, 1.987], [0.706, 0.806, 3.405], [-0.110, -1.404, 0.973], [-2.007, -0.514, 4.713], [-1.084, -1.899, 4.121], [-2.619, -1.470, 3.358], [-2.200, 2.065, 2.829], [-2.890, 1.003, 1.588], [-1.470, 2.006, 1.218], [0.451, 1.303, 4.345], [1.141, 1.549, 2.733], [1.452, 0.039, 3.625], [-0.155, -1.742, -2.706], [-0.219, -3.444, -1.828], [-1.308, -4.274, -2.068], [-1.328, -5.528, -1.475], [-0.364, -5.988, -0.683], [0.668, -5.178, -0.459], [0.794, -3.907, -1.001], [-2.126, -3.956, -2.701], [-2.167, -6.194, -1.649], [1.446, -5.562, 0.194], [1.655, -3.296, -0.770], [0.575, 1.483, -2.272], [1.036, 2.683, -1.134], [-0.012, 3.888, -1.120], [0.727, 1.596, 0.159], [2.590, 3.045, -1.211]], "atomic_forces_ev_per_a": [[0.19, 0.64, -0.14], [-0.03, 0.00, 0.05], [0.04, 0.01, 0.00], [-0.01, 0.00, 0.01], [-0.01, 0.01, 0.02], [0.01, 0.08, -0.12], [0.02, -0.04, 0.03], [0.02, -0.01, 0.03], [0.00, 0.03, -0.03], [-0.01, -0.03, -0.01], [-0.01, -0.02, 0.00], [-0.01, -0.06, -0.01], [0.00, -0.01, -0.01], [0.00, 0.02, -0.01], [0.01, 0.00, -0.01], [-0.04, 0.07, 0.03], [0.02, -0.01, 0.02], [0.07, 0.00, -0.02], [0.09, 0.07, -0.02], [-0.02, 0.02, -0.05], [0.03, -0.12, -0.03], [-0.01, 0.00, -0.02], [0.00, 0.01, -0.01], [0.00, 0.00, 0.01], [0.01, 0.01, 0.00], [0.00, -0.02, -0.01], [0.02, 0.00, -0.02], [-0.03, 0.01, 0.02], [-0.08, -0.07, 0.07], [0.01, 0.02, 0.00], [-0.05, 0.11, 0.04], [0.02, 0.02, 0.06], [-0.05, -0.02, -0.02], [-0.06, -0.19, 0.20], [0.00, 0.01, -0.02], [0.01, 0.01, -0.01], [0.02, 0.00, 0.00], [-0.03, -0.01, -0.01], [0.04, 0.01, 0.01], [-0.03, -0.05, 0.06], [-0.02, 0.00, -0.03], [-0.04, -0.02, 0.03], [-0.02, 0.01, 0.00], [-0.05, 0.04, -0.04], [-0.06, -0.09, 0.02], [0.04, 0.01, -0.01], [-0.03, 0.00, -0.01], [-0.01, 0.00, 0.01], [0.04, 0.01, 0.03], [-0.01, -0.03, -0.03], [0.02, 0.00, -0.01], [0.02, 0.01, 0.01], [-0.02, 0.01, -0.02], [0.05, 0.00, -0.05], [0.04, 0.01, -0.06], [-0.28, -0.51, -0.06], [0.05, 0.04, -0.01], [0.08, -0.01, 0.11], [0.04, 0.02, 0.04]]}

[2]
{"formula": "CH2N2O3S", "method": "wB97M-V/def2-TZVPD", "e_tot_ev": -21024.29766, "e_above_lowest_kj_mol": 205.1, "homo_ev": -10.067, "gap_ha": 0.3391, "elements": ["C", "N", "N", "O", "O", "O", "S", "H", "H"], "positions_angstrom": [[0.467, -1.910, -0.382], [1.454, -1.838, 0.304], [0.036, 0.815, 0.017], [-0.612, -2.139, -0.737], [0.124, 1.657, 1.065], [-2.134, 1.891, -0.164], [-1.250, 0.948, -0.898], [-0.427, 2.429, 0.914], [2.341, -1.853, -0.119]], "atomic_forces_ev_per_a": [[-0.71, -1.23, 1.30], [0.22, 0.24, 0.14], [-0.11, -0.01, -1.44], [-0.62, 0.48, -1.09], [0.76, -0.87, -0.02], [-0.17, -0.03, -1.46], [0.37, 0.95, 2.98], [-1.06, 0.33, -0.12], [1.32, 0.14, -0.29]]}